Run i
11
Properties=species:S:1:pos:R:3:lowdin_charge:R:1 method="wB97M-V/def2-TZVPD" spin_multiplicity=1 smiles="O=C(S)CC(=O)S" gap_ev=9.5927
O -0.70045 0.53860 1.73078 -0.030
C -0.39625 -0.51864 1.10304 -0.883
S -1.35606 -1.77304 0.72133 0.961
C 0.85702 -0.61740 0.33855 -0.237
C 0.78838 0.22671 -0.87671 -0.725
O 0.84686 -0.30488 -1.99283 -0.018
S 0.68829 2.10388 -0.83128 0.758
H -1.07115 -2.13688 -0.54843 -0.062
H 1.73746 -0.24874 0.87380 0.133
H 1.28941 -1.61152 -0.29181 0.195
H 0.06231 2.29004 0.43275 -0.092

Run ii
11
Properties=species:S:1:pos:R:3:lowdin_charge:R:1 method="wB97M-V/def2-TZVPD" spin_multiplicity=1 gap_ev="7.2949 / 7.2971"
C -1.83387 1.45448 0.18078 -0.342
C -0.72093 0.32673 0.22442 -0.812
C 1.89767 -0.47661 -0.18798 -0.344
O -2.97529 1.15029 0.06904 0.026
O -0.49019 -2.32392 -0.05910 -0.599
S -1.49204 -1.22398 0.05556 0.982
S 0.86328 0.91793 0.35294 0.904
H -1.47499 2.43187 0.42544 0.096
H 2.87041 -0.20552 -0.47691 0.025
H 1.41126 -0.88720 -1.12692 0.075
H 1.94470 -1.16407 0.54273 -0.010

Run iii
11
Properties=species:S:1:pos:R:3:lowdin_charge:R:1 method="wB97M-V/def2-TZVPD" spin_multiplicity=1 smiles="CSC(=S)C(=O)O" gap_ev=7.9699
C 1.11852 -1.05314 1.68811 -0.424
S -0.24542 -0.05848 1.17579 0.943
C 0.01047 0.13261 -0.53749 -1.023
S 1.27711 -0.31967 -1.43323 0.764
C -1.16079 0.90364 -1.10415 -0.635
O -2.04233 1.31577 -0.36251 0.043
O -1.18392 1.11171 -2.41781 0.088
H 0.91802 -1.24159 2.73378 0.035
H 1.12461 -2.01371 1.21932 0.034
H 2.05993 -0.57617 1.56799 0.028
H -1.87620 1.79904 -2.52978 0.148

run iii is the most stable structure; the next one sits 0.0661 hartree above it.

Run i
12
Properties=species:S:1:pos:R:3:lowdin_charge:R:1 method="wB97M-V/def2-TZVPD" spin_multiplicity=1 smiles=OCCC(F)F gap_ev=11.7720
O 0.83383 -1.67884 -1.17869 -0.124
C 0.85008 -1.25259 0.37041 -0.145
C 0.86466 0.33356 0.44168 -0.123
C -0.53819 0.51109 -0.02695 -0.369
F -0.57880 1.75354 -0.69389 -0.004
F -1.43384 0.38879 1.09647 -0.036
H 1.61333 -1.34926 -1.60586 0.048
H 1.62431 -1.55816 1.18702 0.124
H -0.11860 -1.86125 0.67050 0.150
H 1.56868 1.13279 0.06102 0.145
H 0.62133 0.66084 1.52127 0.143
H -0.92521 -0.42757 -0.73850 0.189

Run ii
12
Properties=species:S:1:pos:R:3:lowdin_charge:R:1 method="wB97M-V/def2-TZVPD" spin_multiplicity=1 smiles=OC[C@H](F)CF gap_ev=11.2699
O 1.32533 0.40572 -1.18247 -0.038
C 1.04790 -0.62905 -0.29273 -0.225
C -0.40013 -0.46729 0.12742 -0.276
F -1.09142 -0.55978 -1.11355 -0.031
C -0.82236 0.83902 0.81112 -0.173
F -0.89683 1.99141 0.08360 -0.010
H 0.81432 0.23464 -2.02440 0.126
H 1.64372 -0.35408 0.45222 0.084
H 1.18085 -1.63882 -0.55726 0.115
H -0.71985 -1.26516 0.83436 0.151
H -1.86003 0.41824 1.13385 0.143
H -0.22151 1.02515 1.72784 0.135

run ii is the most stable structure; the next one sits 0.0500 hartree above it.

Run i
22
Properties=species:S:1:pos:R:3:lowdin_charge:R:1 method="wB97M-V/def2-TZVPD" s2=0.76 spin_multiplicity=2 charge=-1 gap_ev="3.4346 / 6.5621"
C -2.80818 -0.36702 -1.51815 -0.141
C -1.63656 -1.38332 -1.41041 -0.296
C -0.18553 -0.76116 -0.98826 -0.163
C -0.41801 0.27576 0.27222 -0.193
C 1.35614 2.09350 0.35436 -0.110
C 0.90746 0.93773 0.85788 -0.428
C 1.66832 0.02052 1.77762 -0.269
C 3.00176 0.14142 2.21185 -0.163
H -3.41477 -0.97073 -2.18193 0.039
H -3.25338 -0.11646 -0.47814 0.099
H -2.51868 0.53177 -2.07715 0.061
H -1.88928 -2.08291 -0.66944 0.051
H -1.31629 -2.08675 -2.29329 0.113
H 0.29859 -1.72602 -0.54234 0.115
H 0.31634 -0.18094 -1.79771 0.093
H -0.91461 -0.25890 1.01155 0.055
H -0.93187 1.23491 0.02816 0.085
H 1.01635 2.44630 -0.63886 0.013
H 2.35869 2.46421 0.69366 0.019
H 1.21300 -0.62497 2.55200 0.054
H 3.47542 -0.58727 2.88091 -0.025
H 3.67513 1.00032 1.95545 -0.009

Run ii
22
Properties=species:S:1:pos:R:3:lowdin_charge:R:1 method="wB97M-V/def2-TZVPD" s2=0.77 spin_multiplicity=2 charge=-1 gap_ev="4.1039 / 6.9742"
C -1.17097 2.92002 -1.91032 -0.152
C -1.61229 1.58083 -1.30759 -0.307
C -0.35121 0.74300 -1.08657 -0.265
C -0.36883 -0.55704 -0.28861 -0.292
C 1.75911 0.03918 0.98485 -0.036
C 0.69778 -0.77583 0.63915 -0.430
C 0.39669 -1.90516 1.56518 -0.212
C 1.17331 -2.90625 1.96980 -0.048
H -0.54512 2.79259 -2.79444 0.055
H -2.00213 3.57973 -2.18325 0.054
H -0.54671 3.49668 -1.22114 0.064
H -2.03982 1.84246 -0.34263 0.078
H -2.33236 1.10046 -1.95181 0.082
H 0.26712 0.71420 -1.99310 0.105
H 0.16947 1.33496 -0.32757 0.075
H -0.69907 -1.49359 -0.71846 0.049
H -2.00118 -0.53863 0.28315 0.048
H 1.86020 1.04806 0.61493 0.000
H 2.54668 -0.39096 1.58599 0.009
H -0.66303 -1.90276 1.82494 0.062
H 0.79828 -3.60664 2.70826 0.024
H 2.18881 -3.03913 1.62018 0.037

Run iii
22
Properties=species:S:1:pos:R:3:lowdin_charge:R:1 method="wB97M-V/def2-TZVPD" s2=0.75 spin_multiplicity=2 charge=-1 gap_ev="2.4737 / 9.5096"
C -2.77851 0.56697 -1.58333 -0.204
C -1.75317 0.28913 -0.47344 -0.347
C -0.55082 -0.53685 -0.83617 -0.352
C -0.20531 -0.84392 -2.08043 -0.026
C 0.18023 -1.16332 0.32555 -0.297
C 0.87899 -0.20237 1.21245 -0.203
C 2.19592 -0.07293 1.33098 -0.209
C 2.80492 1.01349 2.19117 -0.175
H -2.45805 1.44882 -2.13270 0.057
H -2.86735 -0.25824 -2.29156 0.049
H -3.75777 0.71741 -1.13495 0.035
H -2.22882 -0.20060 0.39337 0.050
H -1.46115 1.25980 -0.09047 0.079
H 0.59260 -1.52649 -2.35716 0.034
H -0.77837 -0.52988 -2.95104 0.036
H 0.86096 -1.91312 -0.06972 0.086
H -0.57856 -1.69634 0.90361 0.052
H 0.22676 0.46876 1.77441 0.089
H 2.78929 -0.75738 0.74312 0.083
H 2.35889 1.01293 3.17800 0.055
H 3.89676 0.94949 2.24995 0.051
H 2.63254 1.97463 1.69835 0.055

run iii is the most stable structure; the next one sits 0.0442 hartree above it.

Run i
22
Properties=species:S:1:pos:R:3:lowdin_charge:R:1 method="wB97M-V/def2-TZVPD" spin_multiplicity=1 charge=+1 gap_ev=7.5891
C -1.29234 2.48351 1.31498 0.009
C -0.38555 2.56904 -1.11136 -0.027
C -1.69361 -1.07738 -0.74266 -0.189
C -0.33543 -0.53289 -0.67340 -0.392
C -0.68847 2.65656 0.16848 -0.191
C 2.74010 -1.77426 0.57223 0.002
N 0.65660 -0.51831 -1.51354 0.040
N -1.80087 -2.04240 0.30223 0.041
O 0.26145 -0.35499 0.60450 -0.165
O 2.54481 0.81801 -0.19915 -0.197
S 1.78367 -0.36893 -0.23679 1.009
H -0.96996 1.53201 1.77743 0.055
H -1.93455 3.19189 1.88575 0.088
H 0.64790 3.03025 -1.21269 0.087
H -0.93848 2.65230 -2.02188 0.066
H -2.42857 -0.24394 -0.56607 0.159
H -2.07176 -1.50278 -1.70963 0.166
H 2.53129 -1.50432 1.58198 0.076
H 2.42472 -2.78293 0.27705 0.100
H 3.67591 -1.60280 0.11865 0.062
H -1.58676 -1.79952 1.26140 0.091
H -1.14010 -2.82814 0.12253 0.110

Run ii
22
Properties=species:S:1:pos:R:3:lowdin_charge:R:1 method="wB97M-V/def2-TZVPD" spin_multiplicity=1 charge=+1 gap_ev="6.9045 / 6.9015"
C -1.56308 -1.03047 -0.29714 0.005
C -2.77629 -0.49252 0.03320 -0.449
C 0.11895 0.83570 -0.20919 -0.473
C -3.75211 -1.44416 0.54105 -0.120
C 1.61070 2.34253 0.55788 -0.022
C 2.53799 0.25125 -0.41254 -0.012
N -0.27788 -0.46958 -0.47161 0.164
N 1.40357 1.06127 -0.00922 -0.124
O -4.64365 1.19414 0.09218 -0.385
O -0.77345 1.70218 -0.06889 -0.037
S -3.32340 1.18180 -0.30362 1.204
H -1.52964 -2.07947 -0.47487 0.143
H -4.14935 -2.20454 -0.14757 0.101
H -4.71466 -0.90218 0.99702 0.128
H -3.39887 -2.04868 1.46346 0.128
H 1.54682 2.17403 1.64760 0.128
H 2.44477 2.90046 0.04948 0.137
H 0.77495 2.92481 0.38897 0.054
H 2.18694 -0.58606 -1.05967 0.097
H 3.29383 0.58565 -1.17028 0.118
H 3.14883 0.04910 0.42653 0.087
H 0.38367 -1.20024 -0.63644 0.130

run ii is the most stable structure; the next one sits 0.1337 hartree above it.